C22H26N2O5S | ωB97M-V/def2-TZVPD

Structure (XYZ):
```
56
Properties=species:S:1:pos:R:3:mulliken_charge:R:1
C -2.293 -4.208 0.317 -1.50
C -3.076 -2.936 0.418 0.86
C -4.181 -2.702 -0.389 -0.76
C -4.912 -1.523 -0.325 0.82
C -4.502 -0.543 0.580 0.07
C -3.416 -0.777 1.416 -0.29
C -2.713 -1.962 1.341 -0.93
H -1.868 -2.129 1.992 0.43
H -3.125 -0.017 2.130 0.41
N -5.175 0.703 0.613 -0.24
S -4.636 1.851 -0.497 1.29
O -5.132 3.109 -0.022 -0.72
O -4.975 1.429 -1.820 -0.70
C -2.858 1.792 -0.306 -0.06
C -2.142 0.800 -0.948 -0.70
C -0.785 0.671 -0.716 -0.54
C -0.148 1.548 0.160 0.80
C -0.883 2.557 0.788 -0.74
C -2.240 2.671 0.562 -0.74
H -2.832 3.437 1.038 0.48
H -0.387 3.246 1.457 0.38
N 1.216 1.472 0.441 0.03
C 2.121 0.527 0.046 0.23
O 1.849 -0.442 -0.624 -0.69
C 3.538 0.835 0.511 -0.42
C 4.141 1.910 -0.405 -0.72
C 5.594 2.178 -0.030 -0.81
C 6.405 0.892 -0.148 -0.55
C 5.846 -0.172 0.790 -1.19
H 6.412 -1.100 0.692 0.39
H 5.946 0.173 1.822 0.44
C 4.360 -0.461 0.525 0.27
C 4.200 -1.315 -0.723 0.13
O 4.055 -2.507 -0.681 -0.62
O 4.356 -0.659 -1.880 -0.41
H 4.218 -1.276 -2.615 0.35
H 3.985 -1.096 1.336 0.54
H 7.449 1.082 0.104 0.35
H 6.363 0.536 -1.178 0.29
H 6.006 2.942 -0.691 0.38
H 5.650 2.554 0.995 0.36
H 4.093 1.568 -1.438 0.26
H 3.556 2.830 -0.323 0.46
H 3.514 1.225 1.536 0.70
H 1.565 2.216 1.031 0.24
H -0.218 -0.107 -1.199 0.58
H -2.654 0.140 -1.628 0.52
H -5.163 1.140 1.524 0.48
C -6.115 -1.312 -1.186 -1.59
H -6.952 -0.978 -0.576 0.34
H -5.917 -0.529 -1.916 0.27
H -6.386 -2.228 -1.704 0.44
H -4.488 -3.462 -1.093 0.30
H -2.668 -4.835 -0.487 0.37
H -2.355 -4.767 1.250 0.34
H -1.242 -3.991 0.130 0.31
```

Results
Molecular weight, g mol⁻¹: 430.53
Largest force on an atom, eV/A: 0.88
SMILES string: Cc1ccc(NS(=O)(=O)c2ccc(NC(=O)[C@@H]3CCCC[C@@H]3C(=O)O)cc2)c(C)c1
Total charge: 0
Relative energy (zero: lowest compared OMol25 entry of this formula, charge and spin), kcal/mol: 0.0